# 1
Entry from the OMol25 dataset: a cluster of 16 separate species, C32H90F6NO19S2 in total in a non-equilibrium geometry (ωB97M-V with the def2-TZVPD basis set).

Properties
Highest occupied orbital energy ... -7.5 eV
Energy above the lowest of the compared OMol25 structures with the same formula, charge and spin ... 0.000 eV

ORCA input file:
```
! RIJCOSX wB97M-V def2-TZVPD def2/J DEFGRID3
* xyz -1 1
C 1.018 0.104 -2.262
F 0.798 1.073 -3.138
F 0.549 -1.063 -2.648
F 2.348 -0.010 -2.137
S 0.235 0.676 -0.654
O 0.588 2.074 -0.510
O -1.171 0.486 -0.922
N 0.969 -0.321 0.483
S -0.176 -0.443 1.548
O -0.608 0.827 2.107
O -1.232 -1.373 1.218
C 0.780 -1.231 2.991
F 1.516 -0.335 3.633
F -0.134 -1.694 3.843
F 1.555 -2.237 2.596
C 2.374 -0.798 6.753
C 1.493 -1.981 7.083
O 2.332 -3.028 7.622
H 1.776 0.062 6.429
H 3.127 -0.970 5.988
H 2.841 -0.407 7.662
H 0.941 -2.364 6.227
H 0.754 -1.742 7.854
H 2.529 -2.752 8.521
C 3.275 2.710 1.623
C 3.831 1.763 0.565
O 3.629 0.410 0.947
H 2.243 2.468 1.861
H 3.456 3.734 1.276
H 3.915 2.707 2.510
H 4.903 1.913 0.410
H 3.356 1.942 -0.406
H 2.745 0.143 0.623
C -3.403 -4.229 2.825
C -4.616 -3.414 3.257
O -5.813 -4.084 2.917
H -3.519 -5.255 3.178
H -2.460 -3.794 3.155
H -3.397 -4.168 1.735
H -4.587 -2.433 2.781
H -4.579 -3.233 4.341
H -5.777 -4.977 3.269
C -0.421 -4.884 1.052
C -0.389 -5.426 -0.377
O 0.929 -5.384 -0.887
H -0.477 -3.799 1.096
H 0.408 -5.263 1.648
H -1.345 -5.242 1.517
H -1.081 -4.801 -0.960
H -0.744 -6.456 -0.436
H 1.307 -4.503 -0.685
C -2.289 0.632 -4.571
C -3.008 1.736 -5.331
O -2.895 1.469 -6.729
H -2.602 -0.333 -4.987
H -2.607 0.553 -3.530
H -1.205 0.630 -4.685
H -2.582 2.719 -5.133
H -4.074 1.737 -5.086
H -3.309 0.628 -6.934
C -2.581 -2.484 -2.443
C -3.600 -3.448 -1.865
O -4.304 -4.092 -2.938
H -2.065 -1.975 -1.626
H -3.052 -1.689 -3.021
H -1.869 -3.020 -3.068
H -4.341 -2.960 -1.231
H -3.064 -4.221 -1.305
H -5.014 -4.627 -2.574
C 1.981 3.255 -5.268
C 0.688 3.119 -6.044
O 0.933 3.070 -7.443
H 2.652 4.051 -5.588
H 2.570 2.340 -5.395
H 1.749 3.297 -4.204
H 0.053 3.974 -5.781
H 0.156 2.221 -5.717
H 0.089 2.883 -7.866
C -3.897 3.576 -2.383
C -2.386 3.513 -2.234
O -1.835 4.704 -2.823
H -4.201 3.826 -3.400
H -4.251 4.417 -1.780
H -4.414 2.680 -2.039
H -1.933 2.594 -2.615
H -2.057 3.597 -1.193
H -0.906 4.730 -2.546
C 1.843 6.328 -2.380
C 1.912 4.999 -1.649
O 0.612 4.611 -1.280
H 1.327 6.173 -3.329
H 2.835 6.727 -2.595
H 1.327 7.047 -1.746
H 2.534 5.173 -0.757
H 2.435 4.216 -2.209
H 0.624 3.733 -0.855
C 4.159 -0.619 -5.320
C 2.978 -1.544 -5.110
O 2.802 -2.400 -6.229
H 4.392 -0.036 -4.427
H 3.995 0.082 -6.139
H 5.022 -1.244 -5.562
H 2.061 -0.967 -4.979
H 3.118 -2.137 -4.201
H 3.286 -3.219 -6.114
C 1.866 2.750 5.085
C 0.497 3.014 4.506
O -0.017 4.171 5.201
H 2.507 3.541 4.691
H 2.236 1.780 4.755
H 1.852 2.819 6.171
H -0.218 2.199 4.660
H 0.533 3.181 3.427
H -0.455 4.735 4.559
C -4.291 -1.061 0.780
C -5.794 -1.141 0.743
O -6.398 0.129 0.601
H -3.929 -0.656 1.730
H -3.838 -0.426 0.013
H -3.777 -2.022 0.706
H -6.099 -1.581 1.705
H -6.179 -1.772 -0.061
H -5.995 0.755 1.232
C 5.970 -2.191 4.349
C 5.208 -1.764 3.099
O 5.480 -0.405 2.842
H 5.815 -3.248 4.574
H 5.600 -1.622 5.202
H 7.043 -2.039 4.233
H 4.142 -1.949 3.263
H 5.512 -2.399 2.258
H 4.920 -0.131 2.089
C -3.169 2.988 1.745
C -4.666 3.137 1.568
O -5.372 2.096 2.231
H -2.792 2.067 1.299
H -2.928 2.985 2.811
H -2.568 3.789 1.307
H -4.982 3.172 0.527
H -4.947 4.111 1.987
H -5.297 2.205 3.183
C 3.867 -4.184 -0.029
C 3.326 -2.845 -0.484
O 1.902 -2.827 -0.425
H 3.426 -4.551 0.901
H 4.943 -4.149 0.165
H 3.717 -4.996 -0.744
H 3.680 -2.637 -1.500
H 3.683 -2.044 0.166
H 1.602 -2.003 0.016
*
```



# 2
Entry from the OMol25 dataset: a structure of composition C42H58As5F30N8O2 in a non-equilibrium geometry (ωB97M-V with the def2-TZVPD basis set).

Properties
Highest occupied orbital energy ... -12.7 eV

ORCA input file:
```
! RIJCOSX wB97M-V def2-TZVPD def2/J DEFGRID3
* xyz 3 1
C -0.649 1.030 0.569
C -0.891 -0.239 -0.189
O -0.031 -1.104 -0.405
N -2.293 -0.661 -0.573
H -2.923 0.110 -0.740
H -2.446 -1.108 -1.465
C -2.888 -1.485 0.548
H -1.567 1.567 0.806
H 0.080 1.721 0.145
H -0.252 0.844 1.568
H -2.545 -2.501 0.352
H -3.978 -1.472 0.526
H -2.555 -1.242 1.557
C 7.383 -0.201 6.602
C 7.597 -1.404 5.665
O 8.621 -2.079 5.569
N 6.283 -1.818 4.895
H 6.156 -2.807 5.060
H 5.553 -1.347 5.410
C 6.442 -1.328 3.469
H 7.634 -0.596 7.587
H 6.515 0.444 6.734
H 8.172 0.515 6.372
H 7.385 -1.707 3.074
H 6.609 -0.252 3.421
H 5.615 -1.591 2.810
C 5.218 -4.053 -6.029
N 6.134 -5.176 -6.091
C 6.437 -5.752 -7.253
C 7.247 -6.891 -7.262
C 7.808 -7.397 -6.072
C 7.402 -6.720 -4.941
C 6.637 -5.541 -4.909
C 8.780 -8.533 -5.989
C 8.745 -9.472 -4.948
C 9.701 -10.472 -4.895
N 10.598 -10.532 -5.892
C 10.679 -9.627 -6.927
C 9.728 -8.576 -6.974
C 11.613 -11.554 -5.872
H 4.345 -4.440 -6.555
H 5.690 -3.277 -6.632
H 4.690 -3.678 -5.153
H 6.057 -5.233 -8.120
H 7.380 -7.294 -8.255
H 7.874 -6.927 -3.991
H 6.493 -4.925 -4.034
H 7.947 -9.424 -4.223
H 9.815 -11.158 -4.069
H 11.458 -9.679 -7.673
H 9.568 -7.867 -7.772
H 12.005 -11.719 -6.876
H 11.209 -12.526 -5.591
H 12.262 -11.156 -5.092
C 3.500 16.751 9.057
N 2.728 15.668 8.294
C 1.325 15.718 8.097
C 0.675 14.782 7.397
C 1.473 13.879 6.668
C 2.857 13.874 6.862
C 3.485 14.754 7.720
C 0.867 12.881 5.795
C 0.042 11.909 6.324
C -0.496 11.008 5.431
N -0.315 11.127 4.073
C 0.456 12.168 3.558
C 1.121 13.037 4.381
C -0.875 10.198 3.103
H 2.777 17.303 9.657
H 3.847 17.487 8.332
H 4.260 16.410 9.760
H 0.798 16.538 8.560
H -0.394 14.778 7.240
H 3.364 13.010 6.458
H 4.555 14.799 7.857
H -0.138 11.780 7.381
H -1.232 10.281 5.741
H 0.585 12.205 2.486
H 1.643 13.940 4.103
H -0.406 10.278 2.122
H -1.962 10.267 3.065
H -0.608 9.252 3.575
C -10.535 -0.632 -2.910
N -10.109 -2.047 -3.216
C -9.868 -2.857 -2.154
C -9.475 -4.136 -2.433
C -9.475 -4.684 -3.748
C -9.780 -3.790 -4.811
C -10.131 -2.515 -4.502
C -9.148 -6.129 -3.968
C -9.632 -6.752 -5.122
C -9.508 -8.146 -5.351
N -8.900 -8.876 -4.377
C -8.307 -8.277 -3.292
C -8.434 -6.931 -3.088
C -8.874 -10.260 -4.626
H -9.597 -0.143 -2.647
H -11.369 -0.625 -2.209
H -10.969 -0.166 -3.794
H -10.119 -2.464 -1.179
H -9.303 -4.668 -1.509
H -9.633 -4.035 -5.852
H -10.379 -1.781 -5.254
H -10.273 -6.238 -5.823
H -10.007 -8.628 -6.179
H -7.850 -8.916 -2.551
H -8.107 -6.631 -2.103
H -8.822 -10.793 -3.676
H -7.983 -10.560 -5.177
H -9.831 -10.644 -4.979
As 3.965 5.083 5.657
F 3.883 6.798 6.071
F 2.316 5.023 4.855
F 4.246 3.305 5.300
F 5.554 4.919 6.393
F 3.234 4.699 7.325
F 4.726 5.412 4.102
As -1.926 -5.120 -5.163
F -3.508 -4.976 -6.062
F -1.830 -3.294 -5.251
F -0.301 -5.187 -4.445
F -2.069 -6.956 -5.205
F -1.054 -5.147 -6.780
F -2.756 -5.161 -3.538
As -7.137 3.321 3.420
F -8.514 2.251 3.569
F -7.781 4.259 4.845
F -5.669 4.277 3.316
F -6.496 2.266 2.058
F -7.936 4.373 2.159
F -6.330 2.203 4.557
As -4.944 3.668 -4.991
F -6.401 4.683 -4.607
F -6.109 2.723 -5.944
F -3.593 2.716 -5.651
F -3.856 4.641 -3.935
F -5.278 2.510 -3.735
F -4.728 4.783 -6.434
As 0.355 -4.786 5.785
F 1.494 -4.879 4.376
F -0.020 -3.168 5.154
F -0.834 -4.568 7.087
F 0.569 -6.480 6.253
F 1.676 -4.209 6.899
F -1.002 -5.427 4.721
*
```



# 3
Entry from the OMol25 dataset: a structure of composition C29H45FP2V in a non-equilibrium geometry (ωB97M-V with the def2-TZVPD basis set).

Properties
Highest occupied orbital energy (alpha / beta) ... -9.9 / -9.9 eV
Energy above the lowest of the compared OMol25 structures with the same formula, charge and spin ... 2.641 eV
Expectation value of S² ... 2.027

ORCA input file:
```
! RIJCOSX wB97M-V def2-TZVPD def2/J DEFGRID3
* xyz 1 3
V -0.053 -0.571 2.136
C -1.820 -1.018 3.086
C -1.437 -2.174 2.327
C 0.328 -1.697 3.789
C -0.735 -0.717 4.013
C -0.098 -2.552 2.689
C -3.161 -0.404 3.187
H -3.781 -0.510 2.292
H -3.102 0.666 3.428
H -3.654 -0.924 4.021
C -0.732 0.421 4.952
H -1.544 1.132 4.746
H 0.207 0.995 5.002
H -0.910 -0.105 5.892
C 1.703 -1.568 4.332
H 1.773 -2.082 5.310
H 1.970 -0.508 4.475
H 2.487 -1.956 3.662
C 0.763 -3.531 1.970
H 0.884 -4.523 2.455
H 1.776 -3.102 1.864
H 0.376 -3.722 0.954
C -2.369 -2.945 1.463
H -2.643 -3.914 1.930
H -1.957 -3.158 0.463
H -3.303 -2.388 1.325
C -1.231 1.999 0.180
C -2.413 1.374 0.084
C -2.759 0.065 -0.595
C -1.728 -0.661 -1.535
C -0.427 -1.266 -1.159
C 0.760 -0.610 -0.999
C 1.023 0.882 -0.925
C -0.117 1.967 -0.785
H -3.600 0.281 -1.276
H -1.473 0.078 -2.357
H -3.143 -0.706 0.122
H -0.572 2.080 -1.804
H -1.019 2.628 1.024
H -3.144 1.612 0.845
H 0.467 2.892 -0.656
H 1.821 1.099 -0.175
H 1.623 -1.243 -0.785
H 1.540 1.080 -1.891
H -2.303 -1.481 -2.026
H -0.431 -2.354 -1.045
P -0.838 1.343 -3.643
C -1.045 3.091 -4.072
C -1.990 0.615 -4.839
P 1.379 -0.663 -3.615
C 0.758 0.950 -4.320
C 0.754 -1.665 -5.016
C 3.004 -0.554 -4.478
H -0.222 3.706 -3.681
H -1.976 3.497 -3.645
H -1.085 3.218 -5.169
H -1.866 1.106 -5.825
H -3.034 0.776 -4.523
H -1.878 -0.472 -4.975
H 2.844 -0.248 -5.515
H 3.496 -1.530 -4.468
H 3.665 0.169 -4.011
H 1.492 1.761 -4.130
H 0.652 0.841 -5.421
H 1.359 -2.569 -5.127
H 0.855 -1.100 -5.954
H -0.283 -1.976 -4.924
F 4.568 3.120 3.994
C 3.559 2.472 3.330
C 3.901 1.356 2.564
C 2.854 0.626 1.969
C 1.529 1.010 2.213
C 1.221 2.186 2.910
C 2.254 2.942 3.485
H 4.941 1.031 2.437
H 3.077 -0.252 1.357
H 0.178 2.508 3.017
H 2.039 3.843 4.065
*
```



# 4
Entry from the OMol25 dataset: a structure of composition C35H38Br4CdN5O4 in a non-equilibrium geometry (ωB97M-V with the def2-TZVPD basis set).

Properties
Highest occupied orbital energy (alpha / beta) ... -2.2 / -3.1 eV

ORCA input file:
```
! RIJCOSX wB97M-V def2-TZVPD def2/J DEFGRID3
* xyz -1 1
Cd -0.123 -0.655 0.386
C 5.269 -0.967 -3.516
C 3.894 -1.057 -2.932
C 2.813 -0.378 -3.488
C 1.544 -0.540 -2.912
C 0.547 0.531 -3.093
N -0.171 0.859 -2.070
C -1.225 1.850 -1.945
C -0.634 3.233 -1.670
C -0.011 3.396 -0.278
N 1.471 3.522 -0.372
C 2.363 3.178 0.490
C 2.074 2.470 1.741
C 2.283 3.189 2.927
C 2.003 2.582 4.138
C 2.183 3.304 5.438
C 1.491 1.282 4.113
C 1.291 0.549 2.907
C 0.687 -0.806 3.193
N 0.415 -1.795 2.398
C -0.191 -2.935 3.098
C 0.580 -4.110 2.559
C 0.783 -3.794 1.093
N 1.231 -2.317 0.950
C 2.255 -2.482 0.144
C 2.385 -1.887 -1.204
C 3.682 -1.762 -1.742
C 1.236 -1.461 -1.890
O 0.022 -1.718 -1.548
C 1.622 1.126 1.646
O 1.556 0.566 0.497
H 5.281 -0.347 -4.419
H 5.624 -1.965 -3.792
H 5.962 -0.525 -2.794
H 2.962 0.313 -4.311
H 0.455 1.093 -4.032
H -0.023 0.213 -1.238
H -1.903 1.525 -1.151
H -1.782 1.861 -2.889
H -1.471 3.941 -1.736
H 0.062 3.516 -2.471
H -0.303 2.604 0.413
H -0.345 4.349 0.148
H 1.835 3.958 -1.219
H 3.412 3.431 0.267
H 2.657 4.207 2.900
H 2.854 4.163 5.325
H 2.625 2.641 6.188
H 1.216 3.665 5.803
H 1.247 0.817 5.068
H 0.448 -0.941 4.264
H -1.249 -3.002 2.821
H -0.124 -2.910 4.191
H 0.051 -5.055 2.711
H 1.555 -4.178 3.056
H -0.173 -3.883 0.559
H 1.462 -4.534 0.647
H 3.039 -3.222 0.394
H 4.522 -2.190 -1.202
Br -6.453 2.076 2.344
C -4.631 1.454 2.358
C -3.862 1.524 3.537
Br -4.621 2.244 5.153
C -2.532 1.064 3.525
Br -1.432 1.134 5.103
C -1.972 0.536 2.344
O -0.819 0.070 2.097
C -2.723 0.467 1.192
O -2.006 -0.039 0.277
C -4.057 0.924 1.187
Br -5.056 0.801 -0.454
C -2.172 -2.840 -4.089
C -2.786 -1.662 -3.320
C -2.854 -0.431 -4.234
C -4.199 -2.034 -2.851
C -1.944 -1.352 -2.143
N -1.284 -1.110 -1.220
H -2.773 -3.096 -4.969
H -2.104 -3.735 -3.459
H -1.157 -2.607 -4.433
H -3.472 -0.627 -5.118
H -1.857 -0.136 -4.582
H -3.284 0.431 -3.711
H -4.850 -2.269 -3.701
H -4.663 -1.212 -2.293
H -4.183 -2.908 -2.190
H 0.526 0.818 1.089
*
```